Molecular formula: C4H6F2
Method: DFT, the ωB97M-V functional and the def2-TZVPD basis

Atoms and positions in Å:
F  -1.30  0.77  1.73
C  -1.06  -0.48  1.46
C  -0.04  -0.83  0.70
C  0.80  0.23  0.04
C  0.27  0.57  -1.39
F  1.16  1.23  -2.11
H  -1.82  -1.20  1.85
H  0.20  -1.89  0.57
H  1.83  -0.19  -0.07
H  0.64  1.16  0.55
H  -0.78  1.04  -1.45
H  0.09  -0.39  -1.87

Summary:
M: 92.088 g/mol
LUMO energy: 1.0726 eV
maximum force: 3.7 eV/A
HOMO-LUMO gap: 0.394 Ha
energy above the lowest of the compared OMol25 structures with the same formula, charge and spin: 20.22 kcal per mole
electronic energy: -9678.8847 eV
SMILES: F/C=C\CCF



Molecular formula: C5H14
Method: DFT, the ωB97M-V functional and the def2-TZVPD basis

Atoms and positions in Å:
C  -1.89  -0.62  0.58
C  -1.39  0.07  1.84
C  0.11  0.13  1.82
H  -2.91  -0.78  0.39
H  -1.61  0.17  -0.18
H  -1.46  -1.58  0.29
H  -1.54  -0.59  2.65
H  -1.82  1.17  1.82
H  0.55  -0.37  0.99
H  0.47  -0.48  2.67
H  0.36  1.12  2.04
C  1.08  0.25  -2.42
C  1.78  0.21  -1.20
H  0.08  0.02  -2.64
H  1.14  1.25  -2.99
H  1.44  -0.40  -3.24
H  2.74  -0.20  -1.35
H  1.21  -0.50  -0.42
H  1.64  1.12  -0.65

Summary:
M: 74.167 g/mol
LUMO energy: 1.1292 eV
maximum force: 6.5 eV/A
HOMO-LUMO gap: 0.429 Ha
energy above the lowest of the compared OMol25 structures with the same formula, charge and spin: 52.41 kcal per mole
electronic energy: -5409.7770 eV
SMILES: CCC.CC



Molecular formula: C8H13N2O
Method: DFT, the ωB97M-V functional and the def2-TZVPD basis

Atoms and positions in Å:
C  1.59  1.15  0.12
C  2.20  -0.07  0.05
C  0.06  -0.40  0.11
C  -0.73  1.99  0.22
C  -2.06  1.60  -0.47
C  -1.94  -0.74  -0.21
C  3.67  -0.36  -0.08
C  -2.46  -1.86  0.54
N  0.26  0.91  0.17
N  1.24  -1.01  0.01
O  -2.53  0.42  0.08
H  2.05  2.09  -0.15
H  -0.14  2.85  -0.31
H  -0.91  2.31  1.24
H  -2.64  2.55  -0.29
H  -1.94  1.55  -1.60
H  -1.90  -1.00  -1.34
H  3.99  -1.19  0.47
H  3.85  -0.58  -1.28
H  4.29  0.46  0.14
H  -3.53  -1.82  0.37
H  -2.15  -1.87  1.56
H  -2.09  -2.95  0.26
H  1.32  -1.98  -0.23

Summary:
M: 153.205 g/mol
charge: +1
LUMO energy: -2.7617 eV
maximum force: 4.7 eV/A
HOMO-LUMO gap: 0.380 Ha
energy above the lowest of the compared OMol25 structures with the same formula, charge and spin: 51.43 kcal per mole
electronic energy: -13525.9341 eV



Molecular formula: C25H29N2PReSbSe4Te
Method: DFT, the ωB97M-V functional and the def2-TZVPD basis

Atoms and positions in Å:
Re  0.01  1.23  0.38
C  1.90  0.11  5.58
C  0.98  0.54  4.49
C  -0.37  0.89  4.53
C  -0.71  1.20  3.23
N  0.35  1.06  2.42
N  1.37  0.64  3.22
C  -2.01  1.63  2.62
H  1.62  0.58  6.52
H  2.94  0.37  5.36
H  1.84  -0.97  5.72
H  -0.99  0.93  5.41
H  2.30  0.53  2.84
H  -2.48  2.42  3.20
H  -2.71  0.80  2.54
H  -1.86  2.05  1.61
C  3.24  -0.01  0.67
P  1.99  0.34  -0.60
C  2.87  1.43  -1.74
C  1.77  -1.20  -1.51
C  2.19  -2.43  -1.01
C  2.03  -3.58  -1.77
C  1.47  -3.51  -3.04
C  1.06  -2.29  -3.56
C  1.21  -1.14  -2.80
H  2.92  -0.81  1.33
H  3.44  0.91  1.22
H  4.18  -0.32  0.20
H  3.74  0.91  -2.13
H  3.19  2.33  -1.21
H  2.23  1.70  -2.58
H  2.64  -2.52  -0.04
H  2.36  -4.54  -1.38
H  1.37  -4.41  -3.64
H  0.65  -2.23  -4.55
H  0.92  -0.18  -3.23
Se  -6.01  -1.56  -3.84
Sb  -4.69  -1.54  -1.89
Se  -3.51  0.40  -0.80
Se  -4.46  -3.51  -0.46
Se  -1.14  -0.29  -0.80
Te  -0.16  3.37  -1.24
C  -1.70  4.48  -0.33
C  -2.75  4.88  -1.15
C  -3.77  5.65  -0.60
C  -3.73  6.03  0.73
C  -2.66  5.64  1.53
C  -1.64  4.86  1.01
C  1.55  4.26  -0.38
C  1.88  3.97  0.94
C  3.02  4.53  1.50
C  3.81  5.38  0.74
C  3.47  5.67  -0.58
C  2.34  5.10  -1.15
H  -2.79  4.60  -2.19
H  -4.60  5.97  -1.23
H  -4.52  6.64  1.15
H  -2.62  5.95  2.57
H  -0.79  4.59  1.62
H  1.24  3.33  1.56
H  3.27  4.33  2.53
H  4.69  5.84  1.18
H  4.09  6.33  -1.17
H  2.09  5.32  -2.18

Summary:
M: 1139.902 g/mol
charge: +3
2S+1: 2
LUMO energy (spin up / spin down): -10.1066 / -10.9545 eV
maximum force: 1.2 eV/A
HOMO-LUMO gap (spin up / spin down): 0.238 / 0.207 Ha
energy above the lowest of the compared OMol25 structures with the same formula, charge and spin: 3.17 kcal per mole
electronic energy: -315984.3712 eV
⟨S²⟩: 0.759



Molecular formula: C3H9NO2
Method: DFT, the ωB97M-V functional and the def2-TZVPD basis

Atoms and positions in Å:
N  1.40  -2.15  -0.51
C  0.00  -1.60  -0.42
C  0.29  -0.01  -0.83
C  -0.76  0.93  -0.19
O  -1.13  1.95  -0.70
H  1.68  -2.51  -1.44
H  1.68  -2.90  0.14
H  -0.78  -1.98  -1.13
H  -0.41  -1.49  0.57
H  0.07  0.15  -1.91
H  1.24  0.23  -0.31
H  -1.33  0.48  0.75
O  -0.91  2.87  2.27
H  -0.29  2.29  1.83
H  -0.74  3.73  1.86

Summary:
M: 91.110 g/mol
LUMO energy: 0.8687 eV
maximum force: 3.7 eV/A
HOMO-LUMO gap: 0.376 Ha
energy above the lowest of the compared OMol25 structures with the same formula, charge and spin: 58.56 kcal per mole
electronic energy: -8840.4157 eV
SMILES: NCCC=O.O



Molecular formula: CClF3NO2S
Method: DFT, the ωB97M-V functional and the def2-TZVPD basis

Atoms and positions in Å:
C  0.47  0.50  1.25
N  -0.31  0.22  -1.27
O  0.02  -1.85  -3.03
O  -2.26  0.80  0.22
F  1.36  -0.44  0.84
F  0.13  0.25  2.53
F  1.11  1.61  1.28
S  -1.11  -0.08  0.06
Cl  0.59  -1.00  -1.87

Summary:
M: 182.530 g/mol
charge: -1
LUMO energy: 3.8673 eV
maximum force: 3.0 eV/A
HOMO-LUMO gap: 0.297 Ha
energy above the lowest of the compared OMol25 structures with the same formula, charge and spin: 86.92 kcal per mole
electronic energy: -38128.6370 eV



Molecular formula: C2H8NO
Method: DFT, the ωB97M-V functional and the def2-TZVPD basis

Atoms and positions in Å:
N  -0.87  -0.57  -2.26
H  0.02  -0.95  -2.56
H  -1.64  -0.95  -2.78
H  -0.98  -0.66  -1.26
C  0.50  -0.34  0.95
O  -0.71  -0.94  0.82
C  0.39  1.17  1.24
H  1.16  -0.50  0.09
H  0.99  -0.83  1.81
H  1.39  1.53  1.47
H  -0.25  1.35  2.10
H  0.03  1.68  0.36

Summary:
M: 62.092 g/mol
2S+1: 2
LUMO energy (spin up / spin down): 1.0564 / -1.6757 eV
maximum force: 0.8 eV/A
HOMO-LUMO gap (spin up / spin down): 0.391 / 0.290 Ha
energy above the lowest of the compared OMol25 structures with the same formula, charge and spin: 14.66 kcal per mole
electronic energy: -5739.0687 eV
⟨S²⟩: 0.754



Molecular formula: C52H96O32
Method: DFT, the ωB97M-V functional and the def2-TZVPD basis

Atoms and positions in Å:
C  1.86  -21.56  10.03
C  1.45  -22.06  11.40
O  2.51  -21.66  12.26
C  3.03  -20.51  11.72
O  3.67  -19.66  12.26
O  2.74  -20.49  10.41
H  1.06  -21.16  9.41
H  2.40  -22.31  9.45
H  1.26  -23.13  11.50
H  0.61  -21.51  11.76
C  -1.82  -24.58  6.96
C  -2.44  -23.60  6.05
O  -2.07  -24.05  4.71
C  -1.64  -25.30  4.79
O  -1.23  -26.02  3.92
O  -1.61  -25.69  6.08
H  -2.46  -24.97  7.72
H  -0.87  -24.19  7.37
H  -2.02  -22.65  6.25
H  -3.51  -23.55  6.09
C  1.59  -22.41  4.41
C  1.86  -20.98  4.69
O  1.44  -20.90  6.06
C  0.68  -21.92  6.36
O  0.13  -22.04  7.48
O  0.65  -22.82  5.40
H  2.45  -23.04  4.48
H  1.09  -22.54  3.44
H  1.26  -20.23  4.18
H  2.91  -20.72  4.75
C  -5.72  -26.24  9.56
C  -6.61  -27.43  9.40
O  -5.94  -28.45  10.24
C  -5.12  -27.82  11.12
O  -4.55  -28.38  12.00
O  -5.11  -26.47  10.89
H  -6.20  -25.27  9.53
H  -4.89  -26.28  8.85
H  -6.52  -27.85  8.40
H  -7.63  -27.47  9.78
O  -4.07  -23.13  8.97
C  -3.45  -23.02  10.01
O  -4.07  -22.75  11.15
C  -5.49  -22.68  11.05
C  -6.05  -21.87  12.19
C  -1.98  -22.96  10.17
H  -5.77  -23.70  11.02
H  -5.71  -22.32  10.04
H  -5.67  -22.21  13.15
H  -7.13  -22.08  12.19
H  -5.90  -20.79  12.05
H  -1.74  -22.18  10.88
H  -1.48  -22.78  9.25
H  -1.65  -23.94  10.41
O  1.64  -24.66  9.37
C  2.71  -25.19  9.48
O  3.48  -25.41  8.37
C  3.02  -24.92  7.12
C  1.87  -25.71  6.48
C  3.42  -25.68  10.73
H  3.91  -24.91  6.51
H  2.66  -23.88  7.26
H  2.08  -26.78  6.52
H  1.91  -25.60  5.41
H  0.82  -25.52  6.76
H  3.76  -24.77  11.19
H  4.30  -26.26  10.47
H  2.69  -26.19  11.37
O  3.87  -25.05  3.86
C  4.27  -26.19  3.50
O  3.52  -27.02  2.74
C  2.24  -26.53  2.42
C  2.00  -26.05  1.02
C  5.53  -26.83  4.02
H  2.08  -25.70  3.09
H  1.41  -27.22  2.63
H  2.66  -25.22  0.79
H  0.98  -25.70  0.88
H  1.99  -26.78  0.22
H  6.20  -26.11  4.52
H  6.03  -27.37  3.19
H  5.33  -27.65  4.76
O  -1.20  -20.20  4.71
C  -2.37  -19.82  4.65
O  -2.72  -18.56  5.01
C  -1.54  -17.76  5.34
C  -0.89  -17.21  4.04
C  -3.60  -20.64  4.46
H  -0.86  -18.47  5.85
H  -1.82  -17.01  6.07
H  -1.63  -16.65  3.49
H  -0.49  -18.01  3.44
H  -0.03  -16.56  4.34
H  -4.35  -19.98  3.99
H  -3.90  -21.00  5.44
H  -3.41  -21.49  3.82
O  -2.93  -27.50  7.67
C  -2.47  -28.59  7.96
O  -1.28  -28.72  8.55
C  -0.63  -27.53  8.97
C  -1.13  -27.06  10.37
C  -3.20  -29.90  7.75
H  -0.80  -26.80  8.19
H  0.42  -27.80  9.08
H  -0.87  -27.78  11.09
H  -2.26  -26.96  10.38
H  -0.64  -26.09  10.54
H  -3.75  -30.02  6.84
H  -3.92  -29.93  8.56
H  -2.48  -30.73  7.79
O  -1.14  -24.41  0.65
C  -1.76  -23.59  1.27
O  -3.12  -23.55  1.46
C  -3.96  -24.51  0.82
C  -5.40  -24.06  1.12
C  -1.22  -22.43  1.97
H  -3.86  -25.52  1.20
H  -3.77  -24.56  -0.28
H  -5.60  -24.23  2.18
H  -6.06  -24.64  0.52
H  -5.50  -23.00  0.96
H  -0.37  -22.13  1.38
H  -1.09  -22.69  3.07
H  -1.89  -21.60  1.88
O  -6.49  -24.97  6.82
C  -6.08  -24.45  5.81
O  -5.32  -25.20  4.85
C  -5.37  -26.64  5.08
C  -4.79  -27.34  3.87
C  -6.20  -23.06  5.43
H  -6.42  -26.92  5.31
H  -4.75  -26.86  5.97
H  -4.83  -28.43  3.95
H  -3.74  -27.05  3.82
H  -5.35  -27.07  2.95
H  -7.14  -22.73  5.84
H  -6.15  -22.91  4.34
H  -5.37  -22.54  5.93
O  -3.88  -26.80  -1.28
C  -3.37  -27.66  -1.98
O  -2.16  -28.25  -1.58
C  -1.57  -27.59  -0.52
C  -1.96  -28.13  0.88
C  -3.74  -28.21  -3.32
H  -1.75  -26.54  -0.54
H  -0.50  -27.73  -0.67
H  -1.20  -27.65  1.52
H  -1.63  -29.13  1.00
H  -2.96  -27.83  1.20
H  -2.94  -28.03  -4.06
H  -4.64  -27.78  -3.72
H  -3.89  -29.29  -3.29
O  -5.18  -18.99  10.17
C  -4.67  -19.40  9.17
O  -3.32  -19.30  8.92
C  -2.65  -18.52  9.88
C  -1.21  -18.30  9.43
C  -5.41  -20.04  8.06
H  -2.71  -19.13  10.79
H  -3.21  -17.58  10.12
H  -0.65  -17.83  10.28
H  -1.07  -17.55  8.64
H  -0.69  -19.26  9.18
H  -4.82  -20.52  7.28
H  -5.90  -19.17  7.67
H  -6.24  -20.63  8.50
O  3.16  -28.58  5.69
C  2.85  -29.40  4.88
O  1.55  -29.67  4.55
C  0.57  -28.84  5.22
C  -0.77  -29.42  4.75
C  3.81  -30.28  4.20
H  0.64  -27.78  4.95
H  0.61  -29.05  6.28
H  -0.92  -30.34  5.27
H  -0.77  -29.59  3.67
H  -1.59  -28.74  4.93
H  4.71  -30.29  4.83
H  4.00  -29.82  3.24
H  3.41  -31.22  4.02

Summary:
M: 1233.308 g/mol
LUMO energy: 0.4499 eV
maximum force: 3.9 eV/A
HOMO-LUMO gap: 0.397 Ha
energy above the lowest of the compared OMol25 structures with the same formula, charge and spin: 0.00 kcal per mole
electronic energy: -121003.5298 eV